{
  "formula": "C37H90CdF12N3O21S4",
  "method": "ωB97M-V with the def2-TZVPD basis set",
  "homo_lumo_gap_ev": 2.50,
  "max_force_ev_per_a": 7.17,
  "total_charge": -1,
  "de_lowest_kcal_mol": 278.8,
  "symbols": ["Cd", "C", "C", "C", "C", "C", "C", "N", "O", "C", "C", "C", "H", "H", "H", "H", "H", "H", "H", "H", "H", "H", "H", "H", "H", "H", "H", "H", "H", "H", "C", "F", "F", "F", "S", "O", "O", "N", "S", "O", "O", "C", "F", "F", "F", "C", "F", "F", "F", "S", "O", "O", "N", "S", "O", "O", "C", "F", "F", "F", "C", "C", "O", "H", "H", "H", "H", "H", "H", "C", "C", "O", "H", "H", "H", "H", "H", "H", "C", "C", "O", "H", "H", "H", "H", "H", "H", "C", "C", "O", "H", "H", "H", "H", "H", "H", "C", "C", "O", "H", "H", "H", "H", "H", "H", "C", "C", "O", "H", "H", "H", "H", "H", "H", "C", "C", "O", "H", "H", "H", "H", "H", "H", "C", "C", "O", "H", "H", "H", "H", "H", "H", "C", "C", "O", "H", "H", "H", "H", "H", "H", "C", "C", "O", "H", "H", "H", "H", "H", "H", "C", "C", "O", "H", "H", "H", "H", "H", "H", "C", "C", "O", "H", "H", "H", "H", "H", "H"],
  "xyz": [[0.818, -3.441, -2.029], [2.809, -3.179, -10.055], [1.625, -4.070, -9.496], [1.369, -5.046, -10.722], [2.281, -6.241, -10.740], [2.296, -6.946, -9.414], [2.738, -5.964, -8.209], [1.847, -4.755, -8.209], [2.067, -3.838, -7.109], [4.277, -5.661, -8.353], [2.454, -6.796, -6.901], [0.302, -3.261, -9.350], [2.494, -2.197, -10.407], [3.439, -3.586, -10.846], [3.507, -2.914, -9.261], [1.514, -4.520, -11.665], [0.319, -5.340, -10.708], [3.293, -5.959, -11.030], [1.952, -6.885, -11.556], [3.001, -7.777, -9.436], [1.294, -7.358, -9.294], [4.411, -4.950, -9.168], [4.794, -6.596, -8.569], [4.612, -5.186, -7.431], [1.377, -6.966, -6.894], [2.640, -6.289, -5.954], [2.898, -7.788, -6.986], [-0.506, -3.855, -8.924], [-0.090, -2.895, -10.300], [0.394, -2.420, -8.662], [-3.517, -7.654, -3.699], [-4.820, -7.872, -3.845], [-2.966, -8.801, -3.393], [-2.987, -7.223, -4.871], [-3.242, -6.377, -2.220], [-2.894, -5.109, -2.823], [-4.450, -6.336, -1.379], [-1.698, -6.853, -1.509], [-2.261, -7.882, -0.433], [-2.632, -7.297, 0.867], [-3.255, -8.890, -0.901], [-0.653, -8.951, -0.118], [-0.039, -9.297, -1.239], [0.130, -8.220, 0.662], [-0.960, -10.038, 0.593], [-1.258, 2.028, -0.991], [-0.086, 2.706, -0.919], [-2.255, 2.959, -1.144], [-1.238, 1.164, -2.012], [-1.584, 1.091, 0.643], [-1.444, 2.089, 1.694], [-2.880, 0.428, 0.499], [-0.279, -0.184, 0.610], [-0.155, -0.408, 2.191], [-1.282, -0.281, 3.078], [0.457, -1.685, 2.432], [1.148, 0.943, 2.838], [2.291, 0.257, 2.957], [1.252, 2.008, 2.028], [0.768, 1.400, 4.034], [-5.432, 9.273, -5.809], [-6.047, 9.380, -4.449], [-6.636, 10.688, -4.367], [-6.168, 9.544, -6.565], [-5.065, 8.286, -6.092], [-4.632, 9.999, -5.957], [-5.316, 9.251, -3.651], [-6.715, 8.548, -4.229], [-7.191, 10.674, -3.584], [-9.733, -0.916, -4.859], [-9.536, 0.495, -4.315], [-10.677, 1.249, -4.562], [-10.641, -1.318, -4.408], [-8.865, -1.522, -4.602], [-9.904, -0.906, -5.936], [-8.779, 0.999, -4.916], [-9.215, 0.531, -3.274], [-10.684, 1.655, -5.433], [-1.999, 9.877, 3.349], [-2.495, 8.702, 4.139], [-2.847, 9.091, 5.493], [-2.783, 10.622, 3.211], [-1.762, 9.497, 2.356], [-1.131, 10.282, 3.869], [-1.688, 7.970, 4.167], [-3.319, 8.195, 3.636], [-3.203, 8.310, 5.923], [1.967, -3.768, 9.869], [3.216, -4.609, 9.695], [3.955, -4.437, 10.856], [1.321, -3.804, 8.992], [2.229, -2.729, 10.069], [1.322, -4.175, 10.647], [3.685, -4.222, 8.790], [2.950, -5.658, 9.566], [3.418, -4.367, 11.649], [-3.187, 2.114, 9.400], [-4.212, 2.749, 8.425], [-4.495, 4.022, 8.926], [-2.274, 2.708, 9.449], [-2.926, 1.160, 8.943], [-3.637, 1.898, 10.369], [-5.130, 2.172, 8.308], [-3.812, 2.853, 7.417], [-4.843, 3.972, 9.820], [7.101, 0.662, -4.240], [6.523, 1.405, -3.031], [6.894, 0.702, -1.824], [8.189, 0.731, -4.226], [6.774, 1.138, -5.165], [6.758, -0.370, -4.172], [5.435, 1.461, -3.067], [6.907, 2.424, -2.989], [7.641, 1.103, -1.374], [11.255, 1.692, 3.793], [11.750, 1.624, 2.327], [11.227, 2.717, 1.625], [11.602, 0.829, 4.362], [10.172, 1.574, 3.821], [11.427, 2.624, 4.331], [11.526, 0.662, 1.867], [12.831, 1.725, 2.426], [11.525, 3.521, 2.056], [-9.484, -3.917, 3.295], [-10.037, -2.907, 2.255], [-11.452, -2.761, 2.490], [-8.396, -3.956, 3.236], [-9.803, -4.901, 2.951], [-9.873, -3.771, 4.302], [-9.905, -3.220, 1.219], [-9.512, -1.953, 2.296], [-11.789, -2.185, 1.799], [6.661, -4.438, 1.266], [6.018, -4.816, -0.050], [5.041, -3.826, -0.293], [7.023, -3.415, 1.364], [7.496, -5.114, 1.450], [5.967, -4.649, 2.080], [5.533, -5.792, -0.059], [6.772, -4.803, -0.837], [5.536, -3.003, -0.305], [-9.004, 4.723, 1.842], [-10.446, 4.857, 1.436], [-10.710, 6.106, 0.839], [-8.666, 3.757, 2.216], [-8.837, 5.522, 2.564], [-8.410, 4.969, 0.961], [-11.140, 4.673, 2.256], [-10.732, 4.083, 0.724], [-11.664, 6.174, 0.749], [6.214, 2.433, 10.424], [7.590, 1.827, 10.642], [8.452, 2.905, 11.108], [5.498, 1.726, 10.006], [6.264, 3.196, 9.647], [5.781, 2.794, 11.357], [7.926, 1.426, 9.685], [7.547, 0.957, 11.298], [8.420, 3.580, 10.426], [4.709, 8.338, 3.244], [4.774, 8.801, 1.796], [6.019, 9.161, 1.402], [5.494, 7.611, 3.456], [3.744, 7.890, 3.479], [4.800, 9.204, 3.899], [4.128, 9.659, 1.613], [4.449, 7.970, 1.170], [5.953, 9.486, 0.502]],
  "forces_ev_per_angstrom": [[-0.229, -0.053, 0.062], [0.655, 0.696, 1.647], [-1.626, 0.740, -2.750], [-0.255, -0.035, 1.048], [0.446, -0.029, -0.571], [0.116, 0.994, 0.531], [-0.699, -2.645, 0.472], [4.058, 4.349, 3.744], [-1.449, -4.756, -5.172], [-1.500, 0.900, 0.031], [-0.882, 0.699, -0.828], [0.116, 0.325, 0.601], [-0.666, -0.214, -0.064], [-0.425, -0.578, 0.028], [-0.025, -0.069, 0.274], [-0.112, 0.483, 0.288], [-0.044, -0.295, 0.115], [0.163, 0.242, 0.054], [-0.049, -0.319, 0.130], [-0.013, 0.025, 0.233], [-0.025, 0.006, 0.658], [0.307, -0.211, -0.003], [-0.057, 0.109, 0.168], [0.166, -0.175, -0.039], [-0.131, -0.118, 0.016], [0.580, 0.001, -0.242], [0.351, 0.256, 0.173], [0.196, -0.416, -0.006], [0.453, -0.019, -0.145], [0.283, 0.083, -0.120], [0.035, 0.389, 0.861], [-0.053, 0.479, -0.308], [0.599, -0.401, -0.490], [-0.433, 0.048, 0.832], [0.657, 2.106, 0.687], [-0.162, -0.583, -0.659], [2.189, -0.871, -1.657], [-3.647, -0.212, -0.990], [-1.265, -2.874, 3.031], [1.281, -0.695, -1.830], [1.947, 1.527, 0.400], [-2.021, 1.220, 0.609], [0.259, -0.106, -0.033], [0.962, 0.313, -0.135], [-0.122, -0.261, -0.442], [-0.043, 0.354, 1.059], [-0.942, -0.690, -0.355], [1.079, -1.237, -0.180], [-0.048, 0.836, 0.258], [-0.376, -1.709, 0.278], [0.076, -0.546, -1.539], [1.691, 1.162, -0.411], [-2.694, 3.167, 0.780], [0.803, -1.382, 1.919], [-0.454, 1.225, -0.691], [1.483, -0.146, -0.839], [-1.931, -1.236, -0.527], [0.307, 0.975, -0.054], [0.761, -0.654, 0.226], [0.384, -0.152, -0.071], [0.069, 0.169, -0.936], [0.461, 0.037, 0.433], [-0.154, -0.790, 0.179], [-0.249, -0.069, 0.040], [0.060, -0.062, 0.373], [0.158, -0.055, 0.262], [0.486, 0.300, -0.016], [-0.739, 0.201, -0.414], [-0.094, 0.264, 0.082], [0.028, 0.194, 0.694], [0.963, -0.146, -1.940], [-1.899, 0.898, 0.879], [0.107, -0.251, 0.111], [-0.117, -0.251, -0.150], [0.214, 0.068, -0.029], [0.839, -0.294, 0.308], [-0.460, 0.003, 0.051], [0.326, -0.223, 0.084], [-0.472, -0.117, 0.066], [0.050, -0.434, 0.727], [0.130, -0.018, -0.990], [0.116, 0.183, 0.214], [0.385, 0.163, -0.014], [0.000, 0.248, -0.335], [0.132, -0.167, 0.185], [-0.326, 0.172, 0.050], [-0.016, -0.046, 0.099], [-0.955, -0.322, -0.667], [-2.043, 0.577, 0.133], [2.230, -0.024, 0.579], [0.121, 0.160, -0.263], [-0.036, -0.064, 0.073], [0.159, 0.120, 0.422], [0.814, -0.232, 0.344], [0.067, -0.144, -0.282], [-0.357, -0.066, -0.347], [-0.604, -0.880, -1.680], [0.813, -0.381, 1.112], [-0.543, 1.549, -0.369], [-0.243, 0.121, 0.220], [0.273, -0.278, 0.264], [0.117, 0.261, 0.089], [-0.035, -0.352, 0.228], [0.215, 0.198, 0.141], [0.015, -0.232, -0.024], [-0.350, 0.581, 0.491], [0.896, -0.307, 0.358], [-0.512, -0.059, -0.278], [0.015, -0.273, 0.090], [-0.183, -0.158, -0.102], [0.203, -0.018, -0.289], [0.024, -0.148, 0.053], [-0.053, 0.125, -0.044], [-0.033, 0.235, -0.260], [-1.053, -1.117, -0.381], [0.567, 0.782, 2.421], [-0.377, -0.024, -1.062], [0.424, 0.163, 0.167], [-0.208, 0.062, -0.220], [0.579, 0.020, -0.251], [-0.298, 0.345, -0.203], [0.359, -0.239, -0.512], [-0.003, 0.002, 0.029], [-0.372, -0.081, -1.616], [-0.144, -0.215, 0.642], [0.472, 0.099, 0.053], [-0.002, 0.275, 0.337], [-0.153, -0.150, 0.231], [0.203, 0.328, -0.130], [0.244, -0.560, 0.043], [-0.108, 0.265, 0.439], [-0.131, 0.037, -0.001], [0.340, -1.646, 0.820], [0.321, 1.052, 0.293], [-0.593, -0.032, -0.787], [-0.138, 0.031, -0.410], [0.339, 0.060, 0.081], [-0.140, 0.309, 0.012], [0.009, 0.093, 0.250], [0.098, -0.151, -0.274], [-0.281, 0.308, -0.036], [0.052, 1.122, -0.368], [-0.874, -1.565, -0.180], [0.266, 0.623, 0.086], [-0.439, 0.060, 0.061], [0.400, -0.193, 0.238], [0.202, -0.065, 0.008], [0.123, 0.223, 0.524], [0.264, -0.318, -0.296], [0.014, 0.114, -0.078], [-0.463, -0.640, -0.205], [-0.461, 1.095, -0.625], [-0.097, -1.448, 0.145], [0.046, -0.367, 0.097], [0.079, 0.402, 0.289], [0.147, 0.300, -0.119], [0.377, 0.076, -0.120], [0.380, 0.530, 0.579], [-0.012, 0.048, -0.044], [0.047, 0.618, -0.066], [-2.302, -0.980, 0.326], [2.888, 0.705, -0.358], [0.011, 0.067, 0.004], [-0.003, -0.081, -0.232], [0.290, -0.080, 0.173], [-0.676, -0.093, 0.275], [-0.469, -0.171, -0.134], [0.213, 0.010, 0.012]],
  "mulliken_charge": [0.545, -1.785, 1.548, -1.254, -0.630, -1.108, 1.078, 0.517, -0.367, -1.454, -1.572, -1.814, 0.382, 0.369, 0.462, 0.416, 0.457, 0.311, 0.404, 0.516, 0.370, 0.384, 0.347, 0.366, 0.444, 0.378, 0.371, 0.482, 0.415, 0.416, 0.664, -0.240, -0.200, -0.235, 1.010, -0.683, -0.562, -0.466, 1.051, -0.626, -0.627, 0.599, -0.222, -0.227, -0.226, 0.574, -0.219, -0.211, -0.209, 1.028, -0.570, -0.596, -0.460, 1.040, -0.612, -0.706, 0.636, -0.231, -0.218, -0.249, -1.046, -0.171, -0.518, 0.281, 0.348, 0.267, 0.254, 0.291, 0.294, -0.884, -0.235, -0.543, 0.259, 0.308, 0.263, 0.231, 0.291, 0.310, -1.006, -0.207, -0.533, 0.282, 0.333, 0.271, 0.260, 0.299, 0.302, -1.187, -0.080, -0.520, 0.344, 0.307, 0.357, 0.252, 0.224, 0.302, -0.940, -0.257, -0.525, 0.256, 0.299, 0.345, 0.248, 0.273, 0.302, -0.874, -0.243, -0.513, 0.251, 0.319, 0.251, 0.250, 0.272, 0.288, -1.044, -0.204, -0.516, 0.318, 0.288, 0.334, 0.306, 0.215, 0.303, -0.982, -0.202, -0.529, 0.338, 0.253, 0.290, 0.272, 0.271, 0.289, -1.005, -0.223, -0.470, 0.347, 0.308, 0.263, 0.280, 0.222, 0.277, -0.980, -0.211, -0.522, 0.345, 0.252, 0.261, 0.284, 0.270, 0.302, -1.005, -0.219, -0.514, 0.318, 0.335, 0.257, 0.221, 0.307, 0.301, -1.017, -0.184, -0.520, 0.291, 0.331, 0.268, 0.267, 0.249, 0.314]
}